11
Properties=species:S:1:pos:R:3:forces:R:3 method="wB97M-V/def2-TZVPD" energy_ev=-23469.57045 lumo_ev="-1.56 / -1.56" relative_energy_kj_mol=88.1 homo_lumo_gap_ha="0.277 / 0.277" multiplicity=1
O -0.764 1.023 0.834 -0.949 -3.024 -0.842
O 1.428 1.465 0.751 0.943 -0.429 -0.397
H 0.205 -1.581 -1.842 -0.036 -0.102 0.144
C -0.296 -1.060 0.145 -0.371 1.643 1.005
C 0.270 1.727 0.972 0.073 1.965 0.652
H -0.013 2.746 1.363 0.188 -0.290 -0.087
I -2.181 -1.813 0.562 0.275 0.151 -0.091
H -0.816 -0.144 -1.689 0.024 -0.037 0.053
I 1.232 -1.618 1.413 -0.201 -0.111 -0.148
C 0.021 -0.683 -1.243 0.057 0.238 -0.366
H 0.914 -0.061 -1.267 -0.003 -0.002 0.077

=====

12
Properties=species:S:1:pos:R:3:forces:R:3 method="wB97M-V/def2-TZVPD" energy_ev=-25518.56482 smiles="O=C(I)[C@@H](O)[C@H](O)I" lumo_ev=0.06 relative_energy_kj_mol=0.0 homo_lumo_gap_ha=0.360 multiplicity=1
I 1.129 2.019 -1.534 0.296 0.639 -0.583
H 0.261 -1.150 -1.451 -0.381 0.920 1.214
I -2.631 -1.175 0.242 0.051 0.285 0.175
H -1.187 1.635 1.208 1.071 -0.974 0.273
H 0.441 -1.173 1.264 0.253 -1.017 1.544
H -1.313 0.816 -0.795 0.329 0.010 -0.026
O -0.530 0.891 1.137 -1.661 0.522 -0.572
O 2.537 0.138 0.207 -0.997 -0.100 -0.350
O 0.431 -1.758 0.501 0.257 1.391 -0.303
C -0.918 0.175 -0.015 -0.618 -0.421 -0.051
C 0.272 -0.696 -0.404 0.819 -0.521 -1.645
C 1.507 0.279 -0.362 0.581 -0.734 0.324

=====

9
Properties=species:S:1:pos:R:3:forces:R:3 method="wB97M-V/def2-TZVPD" energy_ev=-12759.75179 lumo_ev="0.47 / -2.01" relative_energy_kj_mol=201.7 homo_lumo_gap_ha="0.250 / 0.282" multiplicity=3
I 4.360 0.139 -0.015 -0.216 -0.770 0.024
H 3.935 -1.451 0.037 0.203 0.770 -0.025
C -1.393 0.714 -0.269 -4.032 1.717 0.243
H -2.372 1.369 -0.221 2.448 -1.210 -0.159
C -1.469 -1.933 -0.212 -0.580 5.528 0.167
N -1.604 -0.569 -0.226 0.633 -9.301 0.124
C -1.443 -3.202 -0.130 -1.691 1.036 0.090
H -0.422 1.040 -0.363 1.867 1.030 -0.181
H -2.020 -4.148 0.031 1.368 1.200 -0.284

=====

10
Properties=species:S:1:pos:R:3:forces:R:3 method="wB97M-V/def2-TZVPD" energy_ev=-14809.30369 lumo_ev="-0.30 / -0.45" relative_energy_kj_mol=396.5 homo_lumo_gap_ha="0.275 / 0.309" multiplicity=1
H -1.209 1.320 0.059 0.041 -0.008 -0.048
C -0.642 -0.743 0.012 0.292 0.431 -0.038
H -1.050 -1.746 0.010 0.089 -0.073 -0.039
I -3.575 -0.018 -0.001 0.373 0.049 0.033
N 1.635 1.455 -0.006 -1.627 0.622 0.063
C -1.508 0.283 0.029 -0.105 0.398 0.034
C 0.786 -0.746 -0.019 -0.638 -1.066 0.041
O 1.728 0.134 -0.027 1.470 0.194 -0.024
H 1.236 -1.732 -0.045 0.046 0.113 0.010
H 2.600 1.795 -0.012 0.059 -0.658 -0.030

=====

12
Properties=species:S:1:pos:R:3:forces:R:3 method="wB97M-V/def2-TZVPD" energy_ev=-28254.17113 lumo_ev=2.81 relative_energy_kj_mol=15.6 charge=-1 homo_lumo_gap_ha=0.288 multiplicity=1
O -2.362 2.218 1.949 -0.588 -0.557 -0.981
H 0.840 1.245 1.073 0.299 0.324 0.356
C -0.132 -0.389 0.000 0.225 -3.417 -0.041
H 0.739 1.457 -0.790 0.448 0.166 -0.316
C -1.224 0.585 0.127 1.431 1.619 0.785
O -3.090 -0.170 1.830 0.652 0.731 -0.259
H -0.123 -1.073 0.919 0.278 1.099 -1.269
C 0.554 0.905 0.105 -3.648 0.259 0.212
O -0.883 0.539 2.726 -0.368 -0.792 -0.711
S -1.998 0.811 1.798 1.144 0.146 1.473
H 0.106 -1.010 -0.919 -0.827 0.866 0.901
I -2.673 1.349 -1.258 0.954 -0.444 -0.151

=====

12
Properties=species:S:1:pos:R:3:forces:R:3 method="wB97M-V/def2-TZVPD" energy_ev=-40833.83127 lumo_ev="-4.35 / -4.49" relative_energy_kj_mol=212.9 charge=+1 homo_lumo_gap_ha="0.199 / 0.213" multiplicity=6
H 0.272 0.899 -2.688 0.004 0.709 0.293
C 1.500 0.432 -0.883 0.706 0.913 -0.547
Mn -0.554 0.210 0.940 -2.182 -0.961 1.534
H 1.969 -0.356 -1.508 -0.237 0.169 0.113
C 0.239 0.812 -1.587 -0.979 -2.113 -0.454
O -0.851 0.649 -1.030 0.876 1.087 -0.992
H -3.644 -1.330 2.374 -0.172 -0.313 -0.150
C -1.888 -1.292 1.636 0.038 1.127 0.083
Li 2.588 -0.604 1.466 -0.175 -0.025 0.024
O -3.084 -0.771 1.813 0.392 -0.166 0.167
O 1.276 0.041 0.425 1.777 -0.199 -0.086
H 2.177 1.308 -0.958 -0.047 -0.230 0.015

=====

13
Properties=species:S:1:pos:R:3:forces:R:3 method="wB97M-V/def2-TZVPD" energy_ev=-17833.74899 lumo_ev="-9.57 / -10.57" relative_energy_kj_mol=0.0 charge=+2 homo_lumo_gap_ha="0.202 / 0.165" multiplicity=2
H 0.515 1.037 -0.270 -0.160 0.414 0.892
H 1.177 2.332 0.825 -0.410 -0.350 -0.030
C -0.490 -0.594 -2.103 -0.399 -0.593 -1.168
O -0.085 -1.751 -2.316 0.037 0.084 0.020
H 0.612 -1.385 0.890 -0.135 0.035 0.193
O 1.140 0.494 1.636 -0.649 0.157 0.205
Mg -0.978 -1.555 -4.170 0.331 0.496 0.888
Y -1.697 0.144 2.005 0.728 1.368 0.097
O -1.176 0.073 -2.900 0.088 -0.031 0.050
O -0.765 1.766 1.190 -1.785 -1.541 0.695
C 0.399 -0.750 1.774 0.287 0.209 -0.499
C 0.508 1.451 0.797 2.258 -0.294 -1.163
H 0.840 -1.261 2.642 -0.190 0.046 -0.181

=====

8
Properties=species:S:1:pos:R:3:forces:R:3 method="wB97M-V/def2-TZVPD" energy_ev=-4653.55949 smiles="C1=C2C[N@H+]12" lumo_ev=-6.48 relative_energy_kj_mol=233.5 charge=+1 homo_lumo_gap_ha=0.365 multiplicity=1
H -0.248 -1.331 -0.834 0.065 0.334 -0.158
C 1.221 -0.165 0.168 0.367 -0.093 -0.115
N -0.068 -0.681 -0.062 -0.240 -0.865 0.235
H 2.185 -0.629 0.241 0.070 -0.225 0.306
C 0.600 0.931 -0.221 -1.253 0.364 -0.238
C -0.886 0.476 0.132 0.713 0.848 0.085
H -1.677 0.676 -0.587 0.151 -0.170 -0.013
H -1.126 0.723 1.163 0.127 -0.192 -0.101

=====

9
Properties=species:S:1:pos:R:3:forces:R:3 method="wB97M-V/def2-TZVPD" energy_ev=-6153.73792 smiles="[H]/N=C(/N)C#C" lumo_ev=0.98 relative_energy_kj_mol=208.7 homo_lumo_gap_ha=0.383 multiplicity=1
H -2.052 1.057 0.189 2.059 0.124 -0.660
C 2.135 -0.133 0.022 -0.777 -0.043 -0.232
H -0.546 1.921 -0.038 0.484 -0.724 0.170
N -1.315 -1.217 0.006 -0.074 -3.514 -0.246
C -0.534 -0.251 0.008 2.434 2.320 -0.642
N -1.012 1.026 -0.042 -3.625 0.621 0.825
C 0.939 -0.220 -0.036 -0.074 -0.517 0.216
H 3.182 -0.040 0.001 0.483 -0.007 0.070
H -0.795 -2.142 -0.110 -0.910 1.740 0.499

=====

9
Properties=species:S:1:pos:R:3:forces:R:3 method="wB97M-V/def2-TZVPD" energy_ev=-6154.00845 smiles="C=NCC#N" lumo_ev=0.53 relative_energy_kj_mol=182.6 homo_lumo_gap_ha=0.416 multiplicity=1
H 0.081 1.760 0.433 -0.468 0.940 0.322
C 0.551 0.822 0.241 -1.299 0.689 -0.898
C -0.643 -0.758 -1.088 1.279 4.008 0.265
C 0.340 -0.023 1.387 -0.400 -3.711 2.984
H -1.038 -1.254 -2.000 0.688 0.998 0.252
N 0.063 0.415 -1.069 -2.867 -5.938 -0.449
H -1.054 -1.211 -0.168 0.771 0.079 -0.186
H 1.546 1.091 0.048 1.745 0.016 0.342
N 0.154 -0.844 2.218 0.551 2.919 -2.632